[1]
Density functional theory data (ωB97M-V/def2-TZVPD) for a structure of composition C23H51BBrGaNO19.

```
97
C23H51BBrGaNO19 ωB97M-V/def2-TZVPD
C 4.453 3.067 -4.141
C 2.973 2.861 -4.447
C 2.502 1.481 -4.969
Br 3.917 0.110 -4.977
Ga 0.834 0.855 -3.943
B -0.629 2.405 -3.934
O -1.803 2.293 -3.204
N -0.484 3.683 -4.693
C -1.655 3.989 -5.526
C -0.187 4.774 -3.759
H 5.063 3.097 -5.044
H 4.837 2.308 -3.461
H 4.579 4.032 -3.639
H 2.693 3.595 -5.207
H 2.424 3.099 -3.532
H 2.209 1.590 -6.010
H 0.287 -0.462 -4.725
H 1.226 0.370 -2.458
H -2.033 1.364 -3.142
H -2.581 3.560 -5.133
H -1.498 3.605 -6.537
H -1.774 5.070 -5.611
H 0.445 5.526 -4.241
H -1.094 5.256 -3.374
H 0.363 4.394 -2.895
C 3.254 0.380 3.414
O 2.928 1.256 2.337
C 1.735 1.029 1.774
O 0.942 0.196 2.143
O 1.587 1.868 0.767
C 0.361 1.729 0.029
H 4.240 0.676 3.762
H 2.536 0.470 4.229
H 3.294 -0.652 3.068
H -0.494 1.916 0.678
H 0.299 0.745 -0.424
H 0.394 2.470 -0.762
C 8.964 -1.117 5.726
O 9.083 -1.116 4.303
C 8.021 -0.612 3.668
O 7.029 -0.181 4.197
O 8.246 -0.667 2.360
C 7.171 -0.162 1.551
H 9.888 -1.549 6.100
H 8.849 -0.103 6.103
H 8.116 -1.723 6.041
H 6.985 0.886 1.773
H 6.265 -0.740 1.717
H 7.498 -0.273 0.523
C 0.980 -2.844 2.111
O 1.467 -4.047 1.490
C 2.121 -4.859 2.301
O 2.339 -4.683 3.476
O 2.513 -5.931 1.601
C 3.243 -6.892 2.361
H 0.481 -2.275 1.335
H 0.279 -3.091 2.906
H 1.801 -2.260 2.511
H 2.637 -7.281 3.177
H 4.156 -6.455 2.762
H 3.490 -7.691 1.667
C -3.823 -2.882 -6.512
O -5.079 -2.231 -6.268
C -5.017 -1.304 -5.310
O -4.036 -1.013 -4.682
O -6.227 -0.754 -5.173
C -6.287 0.267 -4.171
H -4.013 -3.600 -7.305
H -3.072 -2.162 -6.828
H -3.478 -3.394 -5.617
H -5.615 1.088 -4.415
H -6.034 -0.139 -3.194
H -7.314 0.622 -4.159
C 2.307 -1.374 7.363
O 1.808 -0.072 7.040
C 1.346 0.621 8.075
O 1.317 0.250 9.222
O 0.919 1.802 7.629
C 0.388 2.660 8.640
H 2.639 -1.804 6.423
H 3.143 -1.301 8.056
H 1.520 -1.989 7.795
H 1.147 2.887 9.388
H -0.473 2.200 9.121
H 0.087 3.568 8.128
C -11.174 0.711 0.038
O -10.420 0.440 -1.146
C -10.331 -0.854 -1.456
O -10.826 -1.761 -0.837
O -9.603 -0.967 -2.564
C -9.417 -2.313 -3.016
H -11.156 1.790 0.158
H -12.199 0.364 -0.072
H -10.716 0.233 0.902
H -10.374 -2.775 -3.251
H -8.898 -2.901 -2.263
H -8.806 -2.249 -3.911
```

## Properties
HOMO-LUMO gap, Eh: 0.2258
Total charge: -1
Highest occupied orbital energy, eV: -4.202


[2]
Density functional theory data (ωB97M-V/def2-TZVPD) for a structure of composition C44H55Br2N2O3S2ScSi.

```
110
C44H55Br2N2O3S2ScSi ωB97M-V/def2-TZVPD
Sc -0.498 0.185 1.363
Br 3.143 1.625 7.641
C 1.915 1.142 6.295
C 1.171 -0.035 6.426
C 0.307 -0.431 5.431
C 0.172 0.320 4.254
O -0.620 -0.114 3.290
C 0.877 1.545 4.154
C 0.546 2.513 3.139
N -0.054 2.229 2.034
C -0.717 3.236 1.286
C -0.264 4.501 1.036
C -1.093 5.425 0.362
C -2.357 5.080 -0.025
C -2.838 3.768 0.199
C -4.136 3.334 -0.159
C -4.502 2.036 0.062
C -3.559 1.147 0.605
N -2.352 1.516 0.979
C -1.994 2.830 0.817
C 1.736 1.942 5.197
H 1.279 -0.634 7.321
H -0.270 -1.340 5.528
H 0.726 3.559 3.392
H 0.725 4.802 1.357
H -0.721 6.422 0.174
H -3.002 5.802 -0.509
H -4.827 4.037 -0.609
H -5.488 1.675 -0.193
H -3.805 0.099 0.729
H 2.260 2.887 5.125
O -1.392 -1.559 0.669
S -1.594 -3.042 0.350
C 0.090 -3.692 0.253
C 0.919 -3.524 1.521
C 2.426 -3.521 1.242
C 2.956 -2.403 0.349
S 2.895 -0.699 0.940
O 1.439 -0.510 1.367
C 3.812 -0.769 2.449
C 5.119 -0.303 2.394
C 5.885 -0.327 3.551
C 5.330 -0.788 4.737
C 4.014 -1.232 4.778
C 3.242 -1.229 3.628
C -2.173 -3.811 1.840
C -2.735 -5.073 1.694
C -3.185 -5.736 2.824
C -3.095 -5.123 4.068
C -2.555 -3.850 4.188
C -2.079 -3.179 3.070
H 0.501 -3.158 -0.606
H -0.026 -4.736 -0.047
H 0.692 -4.339 2.209
H 0.634 -2.604 2.029
H 2.707 -4.453 0.742
H 2.968 -3.525 2.190
H 2.436 -2.344 -0.612
H 4.013 -2.555 0.116
H 5.532 0.084 1.470
H 6.906 0.028 3.528
H 5.926 -0.793 5.640
H 3.588 -1.577 5.711
H 2.207 -1.549 3.651
H -2.836 -5.530 0.716
H -3.621 -6.721 2.732
H -3.465 -5.637 4.945
H -2.510 -3.371 5.157
H -1.661 -2.185 3.161
C -2.569 0.068 -5.054
C -2.164 0.508 -3.635
C -2.938 1.786 -3.287
C -2.623 -0.576 -2.646
Si -0.282 0.843 -3.577
Br 0.189 0.898 -1.245
C 0.270 2.590 -4.114
C -0.349 2.905 -5.490
C 1.799 2.664 -4.248
C -0.145 3.699 -3.133
C 0.823 -0.597 -4.170
C 2.239 -0.560 -3.569
C 0.942 -0.543 -5.705
C 0.216 -1.952 -3.778
H -3.657 -0.036 -5.092
H -2.145 -0.898 -5.327
H -2.289 0.794 -5.819
H -4.005 1.550 -3.242
H -2.813 2.567 -4.036
H -2.645 2.190 -2.314
H -3.715 -0.642 -2.691
H -2.350 -0.339 -1.615
H -2.233 -1.563 -2.883
H -0.085 2.173 -6.255
H 0.029 3.874 -5.829
H -1.436 2.984 -5.451
H 2.187 2.013 -5.030
H 2.309 2.427 -3.311
H 2.075 3.687 -4.518
H -1.222 3.810 -3.042
H 0.249 4.647 -3.510
H 0.270 3.551 -2.133
H 2.784 0.354 -3.788
H 2.814 -1.394 -3.982
H 2.211 -0.682 -2.482
H 1.510 0.324 -6.042
H -0.026 -0.535 -6.209
H 1.477 -1.432 -6.048
H 0.041 -2.020 -2.699
H 0.917 -2.745 -4.055
H -0.724 -2.161 -4.287
```

## Properties
Energy relative to the best compared isomer or geometry (same formula, charge and spin), kJ/mol: 17.19
HOMO-LUMO gap, Eh: 0.2743
Total charge: +2
Highest occupied orbital energy, eV: -12.759


[3]
Density functional theory data (ωB97M-V/def2-TZVPD) for a cluster of 2 separate species, C7H13N3O4S in total at a distorted geometry.

```
28
C7H13N3O4S ωB97M-V/def2-TZVPD
C 1.803 -0.808 0.847
C 0.461 -0.934 0.200
C 2.517 0.709 0.726
C 2.264 1.336 -0.676
C -1.805 0.137 -0.261
C -2.470 1.506 0.325
C -2.821 -0.969 0.152
H 1.937 -2.324 -0.485
H 3.149 -2.393 0.816
H 1.543 -1.148 1.863
H 2.058 1.461 1.537
H 3.702 0.601 0.723
H 2.847 1.153 -2.394
H 3.238 -0.571 -1.443
H -0.663 0.627 1.382
H -1.612 0.234 -1.398
H -2.440 -2.086 0.308
H -2.955 -0.608 1.385
H -4.993 -0.307 0.087
H -2.990 1.856 -1.448
N 2.597 -1.810 0.073
N 3.147 0.853 -1.489
N -0.472 0.065 0.496
O 0.261 -1.771 -0.655
O 1.431 2.250 -0.854
O -2.158 1.685 1.509
O -3.271 2.235 -0.468
S -4.306 -0.976 -0.858
```

## Properties
Energy relative to the best compared isomer or geometry (same formula, charge and spin), kJ/mol: 483.68
HOMO-LUMO gap, Eh: 0.3599
Highest occupied orbital energy, eV: -9.391


[4]
Density functional theory data (ωB97M-V/def2-TZVPD) for an isolated molecule of C14H15IN2S at a distorted geometry.

```
33
C14H15IN2S ωB97M-V/def2-TZVPD
C 1.890 -3.249 0.773
C 2.667 -2.478 0.070
C 3.615 -1.523 -0.844
C 3.664 -0.020 -0.230
C 2.954 1.035 -1.266
C 1.458 1.310 -0.711
C 0.358 0.178 -0.908
C -1.123 0.353 -0.368
C -2.205 -0.848 -0.555
C -2.885 -1.167 0.874
C -4.495 -1.208 0.875
I -5.471 0.436 -0.168
C -1.428 1.722 0.366
N -2.678 2.134 0.987
S -2.496 3.728 1.651
N -0.835 4.106 1.282
C -0.380 2.903 0.589
C 1.089 2.662 0.020
H 1.007 -3.755 1.320
H 3.138 -1.516 -1.905
H 4.694 -1.916 -0.848
H 3.023 -0.028 0.720
H 4.720 0.318 0.082
H 2.846 0.616 -2.328
H 3.517 2.033 -1.224
H 0.662 -0.799 -1.459
H -2.940 -0.670 -1.417
H -1.566 -1.772 -0.867
H -2.523 -2.234 1.177
H -2.428 -0.463 1.673
H -4.823 -1.127 1.990
H -4.934 -2.225 0.518
H 1.908 3.466 0.130
```

## Properties
SMILES string: C#CCCCc1cc(CCCI)c2nsnc2c1
HOMO-LUMO gap, Eh: 0.2624
Highest occupied orbital energy, eV: -8.300


[5]
Density functional theory data (ωB97M-V/def2-TZVPD) for a structure of composition C2H4O6S3 at a distorted geometry.

```
15
C2H4O6S3 ωB97M-V/def2-TZVPD
C 0.825 1.050 -0.551
C -0.658 -1.672 -1.226
O 0.973 -3.470 -0.775
O 1.308 -3.088 -4.348
O 1.827 -1.472 -2.314
O 1.871 -0.778 -4.792
O -0.571 0.620 -2.853
O -1.848 0.652 -0.853
S 1.058 -2.037 -0.944
S 1.056 -1.648 -3.954
S -0.665 0.082 -1.494
H 0.889 0.515 0.446
H 1.540 0.870 -1.323
H 0.437 2.047 -0.460
H -1.080 -1.637 -0.186
```

## Properties
Energy relative to the best compared isomer or geometry (same formula, charge and spin), kJ/mol: 55.39
HOMO-LUMO gap, Eh: 0.2232
Total charge: -2
Highest occupied orbital energy, eV: -0.341


[6]
Density functional theory data (ωB97M-V/def2-TZVPD) for a cluster of 2 separate species, F3NOS in total at a distorted geometry.

```
6
F3NOS ωB97M-V/def2-TZVPD
N 0.560 -1.052 -0.054
O -0.489 1.610 0.488
F 1.502 -0.163 -0.078
F 0.515 -1.348 1.297
F -1.359 0.686 -1.636
S -1.298 0.559 0.015
```

## Properties
Energy relative to the best compared isomer or geometry (same formula, charge and spin), kJ/mol: 55.04
HOMO-LUMO gap (spin up / spin down), Eh: 0.3494 / 0.3072
Highest occupied orbital energy (spin up / spin down), eV: -10.793 / -9.506


[7]
Density functional theory data (ωB97M-V/def2-TZVPD) for a structure of composition C3H2FGaO2 at a distorted geometry.

```
9
C3H2FGaO2 ωB97M-V/def2-TZVPD
H -2.855 -1.515 -0.802
F 0.617 1.471 0.653
O 1.348 -0.519 0.188
O -2.312 -0.844 -1.257
C 0.380 0.197 0.432
C -1.015 -0.300 0.723
C -1.549 -0.151 -0.508
H -1.497 -0.012 1.659
Ga 2.943 -0.517 0.111
```

## Properties
Energy relative to the best compared isomer or geometry (same formula, charge and spin), kJ/mol: 115.11
HOMO-LUMO gap (spin up / spin down), Eh: 0.3248 / 0.2977
Total charge: +3
2S+1: 2
Highest occupied orbital energy (spin up / spin down), eV: -26.460 / -26.661
<S²>: 0.751


[8]
Density functional theory data (ωB97M-V/def2-TZVPD) for a structure of composition C9H4Cl2IrN2NdO3 at a distorted geometry.

```
22
C9H4Cl2IrN2NdO3 ωB97M-V/def2-TZVPD
Ir 1.470 3.621 -1.265
Nd -0.444 1.342 -0.620
Cl 2.107 1.823 0.226
Cl 0.923 1.782 -2.892
C -2.542 0.757 -2.281
C 1.795 4.730 0.195
C 1.058 4.781 -2.664
O -3.334 0.487 -3.076
O 2.007 5.414 1.119
O 0.812 5.502 -3.556
N -0.337 -5.490 3.015
C -0.333 -4.490 2.404
C -0.329 -3.245 1.663
C -1.276 -2.250 1.932
C -1.241 -1.062 1.210
N -0.286 -0.833 0.256
C 0.623 -1.818 -0.022
C 0.628 -3.018 0.667
H -2.034 -2.409 2.702
H -1.979 -0.265 1.376
H 1.334 -1.583 -0.817
H 1.378 -3.777 0.428
```

## Properties
Energy relative to the best compared isomer or geometry (same formula, charge and spin), kJ/mol: 0.00
HOMO-LUMO gap (spin up / spin down), Eh: 0.2272 / 0.1440
Total charge: +4
2S+1: 8
Highest occupied orbital energy (spin up / spin down), eV: -21.664 / -24.252
<S²>: 15.798


Number 1: electronic energy -188167.0500 eV. Number 2: electronic energy -245971.9383 eV. Number 3: electronic energy -30961.8758 eV. Number 4: electronic energy -36667.5779 eV. Number 5: electronic energy -46926.5112 eV. Number 6: electronic energy -22519.6459 eV. Number 7: electronic energy -62287.3291 eV. Number 8: electronic energy -61628.2646 eV.